Formula: C23H31FeGe2N8O7S4Sb
Source: OMol25
Level of theory: the ωB97M-V functional and the def2-TZVPD basis

Summary:
Kohn-Sham gap (alpha / beta) = 0.19633 / 0.23744 hartree
Spin multiplicity = 6
Energy relative to the best compared isomer or geometry (same formula, charge and spin) = 58.80 kJ/mol
Total charge = -1

Geometry (Å):
Sb (-3.284, -5.233, -1.825)
Ge (-2.467, 2.328, -0.921)
Ge (-0.640, 2.272, 0.649)
Fe (-0.740, -2.791, 0.611)
S (-4.482, -5.328, 0.318)
S (-4.760, -5.480, -3.383)
S (-2.797, -2.743, 1.550)
S (-2.929, -4.804, 1.537)
O (2.061, -0.824, -1.393)
O (1.381, -7.494, -0.270)
O (-0.028, -4.288, -0.365)
O (5.046, -3.578, -3.996)
O (-0.159, -7.069, -1.606)
O (0.089, -1.555, -0.685)
O (5.161, -5.683, -3.459)
N (3.011, -4.045, 2.030)
N (2.154, -6.161, 2.515)
N (4.685, -4.548, -3.358)
N (1.086, -2.995, 2.013)
N (0.889, -6.775, -1.112)
N (2.003, -4.795, 2.357)
N (0.857, -4.218, 2.374)
N (1.291, -1.810, -1.181)
C (1.656, -5.502, -1.426)
C (1.115, 5.665, 0.196)
C (-0.911, 4.202, 0.171)
C (1.129, 2.014, -0.171)
C (2.394, -2.887, 1.800)
C (1.059, -4.307, -1.039)
C (2.853, -5.614, -2.127)
C (-1.729, 4.123, -0.893)
C (-4.788, 3.204, 0.771)
C (1.751, -3.065, -1.470)
C (-0.743, 6.335, 1.562)
C (2.984, -3.181, -2.067)
C (-0.889, 1.495, 2.448)
C (-2.313, 1.333, -2.661)
C (-4.373, 2.364, -0.422)
C (3.513, -4.443, -2.423)
C (1.887, 6.709, 0.657)
C (0.107, 7.308, 2.105)
C (2.340, 2.411, 0.637)
C (-0.970, 0.753, -2.961)
C (1.413, 7.511, 1.661)
C (-0.207, 5.425, 0.644)
C (-2.036, 2.075, 3.193)
H (-5.850, 3.232, 0.850)
H (2.338, 1.765, 1.530)
H (-4.843, 2.715, -1.319)
H (-2.010, 3.157, 3.117)
H (1.921, -6.644, 1.641)
H (-0.625, 0.107, -2.226)
H (-1.948, 5.025, -1.469)
H (1.616, 4.956, -0.493)
H (-3.110, 0.558, -2.613)
H (-2.152, 1.831, 4.272)
H (-0.179, 7.977, 2.905)
H (3.259, -6.562, -2.375)
H (-0.241, 1.567, -3.030)
H (0.015, 1.623, 3.054)
H (2.023, 8.328, 1.954)
H (-2.912, 1.702, 2.696)
H (-2.728, 1.955, -3.514)
H (3.418, -2.287, -2.427)
H (-4.650, 1.305, -0.228)
H (1.141, 0.995, -0.465)
H (-0.961, 0.112, -3.826)
H (2.942, -2.011, 1.622)
H (1.011, 2.597, -1.103)
H (2.927, 6.765, 0.329)
H (-4.431, 4.210, 0.699)
H (3.096, -6.407, 2.777)
H (-4.420, 2.719, 1.641)
H (-1.793, 6.210, 1.956)
H (3.325, 2.338, 0.175)
H (2.124, 3.468, 0.925)
H (-0.972, 0.384, 2.360)

---

Formula: C20H27ClGaN5O10
Source: OMol25
Level of theory: the ωB97M-V functional and the def2-TZVPD basis

Summary:
Kohn-Sham gap = 0.21072 hartree
Spin multiplicity = 1
Energy relative to the best compared isomer or geometry (same formula, charge and spin) = 78.46 kJ/mol

Geometry (Å):
Ga (-0.240, -1.578, -0.418)
Cl (-2.552, -3.186, -0.014)
O (1.656, 3.181, -0.007)
O (-2.486, -4.591, -0.065)
O (2.184, 5.501, 1.869)
O (1.022, -3.344, -3.675)
O (0.727, -2.571, -1.619)
O (-3.763, -2.714, 0.558)
O (-2.260, -2.555, -1.292)
O (-1.408, -2.652, 0.841)
O (-0.936, -0.244, -7.360)
O (-2.100, 1.563, -6.633)
N (0.226, 4.755, 0.744)
N (0.619, -0.097, 2.667)
N (-1.027, 0.139, 0.203)
N (1.377, -2.644, 0.914)
N (-0.530, -0.478, -2.381)
C (0.534, 3.501, 0.345)
C (0.568, -2.509, -2.944)
C (-1.923, 2.734, 0.521)
C (1.291, 5.742, 0.817)
C (1.195, -4.095, 0.669)
C (1.597, -1.122, 2.985)
C (-1.092, 0.154, -5.054)
C (-2.810, 1.672, 0.527)
C (-1.174, 0.648, -2.712)
C (-1.463, 0.994, -4.014)
C (2.711, -2.245, 0.423)
C (-2.331, 0.384, 0.373)
C (-1.414, 0.533, -6.522)
C (1.167, 1.200, 3.063)
C (-0.418, -1.016, -4.719)
C (-0.170, 1.166, 0.187)
C (-0.630, -0.320, 3.392)
C (-0.162, -1.283, -3.392)
C (1.327, -2.491, 2.393)
C (-0.567, 2.476, 0.363)
H (0.880, 0.961, 0.021)
H (0.215, -4.407, 1.021)
H (0.835, 6.713, 0.991)
H (2.829, -2.587, -0.599)
H (2.573, -0.761, 2.653)
H (2.823, -1.161, 0.439)
H (1.963, -4.646, 1.222)
H (-1.331, 0.486, 3.168)
H (-0.619, 4.920, 1.263)
H (2.733, 4.750, 1.613)
H (2.101, -3.144, 2.815)
H (-0.464, -0.335, 4.479)
H (-0.097, -1.697, -5.495)
H (-3.873, 1.827, 0.642)
H (-1.093, -1.259, 3.093)
H (1.673, -1.256, 4.077)
H (-1.476, 1.306, -1.910)
H (1.803, 5.744, -0.145)
H (-1.987, 1.909, -4.258)
H (1.285, -4.307, -0.388)
H (0.363, -2.883, 2.715)
H (-2.999, -0.466, 0.386)
H (2.052, 1.439, 2.471)
H (0.424, 1.982, 2.913)
H (1.448, 1.211, 4.126)
H (-2.299, 3.746, 0.608)
H (3.493, -2.692, 1.048)

---

Formula: C24H29N8O2STa
Source: OMol25
Level of theory: the ωB97M-V functional and the def2-TZVPD basis

Summary:
Kohn-Sham gap = 0.20901 hartree
Spin multiplicity = 1
Energy relative to the best compared isomer or geometry (same formula, charge and spin) = 0.29 kJ/mol
Total charge = +4

Geometry (Å):
Ta (-0.160, -0.348, 0.074)
S (0.161, 2.028, 0.000)
O (1.815, -0.994, -0.384)
O (-0.145, -2.383, 0.500)
N (2.182, 0.595, 1.999)
N (1.133, 3.886, 1.602)
N (-1.052, -0.211, 2.128)
N (-0.778, -0.342, -1.768)
N (1.930, 1.953, 2.108)
N (2.067, 4.113, 2.528)
N (-2.394, -0.379, 0.022)
N (-3.115, -0.167, 1.030)
C (0.567, 2.078, -4.160)
C (3.630, 2.653, 3.754)
C (-2.401, 0.203, 4.534)
C (-2.111, -0.555, -2.216)
C (0.769, -3.131, -0.413)
C (1.391, 1.222, -4.887)
C (2.914, -0.285, -1.066)
C (0.130, 0.295, -2.669)
C (-0.106, 1.607, -3.044)
C (-3.872, -0.774, -3.715)
C (-0.431, -0.217, 3.301)
C (-1.052, -0.036, 4.516)
C (1.024, 2.604, 1.341)
C (2.102, -2.427, -0.152)
C (-2.540, -0.663, -3.505)
C (-4.390, -0.623, -1.379)
C (1.013, -0.522, -3.346)
C (1.680, -0.046, -4.445)
C (-3.025, -0.557, -1.204)
C (-4.797, -0.738, -2.683)
C (2.586, 2.945, 2.808)
C (-0.926, -3.170, 1.497)
C (-3.097, 0.195, 3.329)
C (-2.379, -0.021, 2.201)
H (-4.188, -0.909, -4.744)
H (-0.468, -0.073, 5.424)
H (1.857, 1.596, -5.798)
H (0.597, 4.669, 1.205)
H (-5.859, -0.833, -2.862)
H (3.971, 3.577, 4.222)
H (1.126, -1.560, -3.035)
H (0.372, 3.103, -4.475)
H (3.160, -0.779, -1.986)
H (2.540, 0.707, -1.286)
H (3.298, 1.959, 4.532)
H (4.479, 2.161, 3.256)
H (0.769, -4.193, -0.152)
H (2.537, 0.265, 2.896)
H (-0.271, -3.823, 2.017)
H (-4.157, 0.378, 3.219)
H (-5.014, -0.572, -0.509)
H (2.401, -2.547, 0.868)
H (3.809, -0.255, -0.427)
H (-2.957, 0.336, 5.466)
H (-1.314, -2.441, 2.197)
H (-0.805, 2.238, -2.514)
H (0.605, -0.541, 3.280)
H (-1.700, -3.720, 1.011)
H (2.910, -2.739, -0.793)
H (2.414, -0.676, -4.916)
H (0.409, -2.947, -1.409)
H (-1.798, -0.668, -4.271)
H (2.954, 0.497, 1.348)

---

Formula: C21H24F6InN3O10S3Si
Source: OMol25
Level of theory: the ωB97M-V functional and the def2-TZVPD basis

Summary:
Kohn-Sham gap = 0.24834 hartree
Spin multiplicity = 1
Energy relative to the best compared isomer or geometry (same formula, charge and spin) = 211.59 kJ/mol
Total charge = -2

Geometry (Å):
In (-1.207, 0.657, 1.760)
S (-1.077, 4.461, 0.066)
S (-0.905, -1.870, 3.423)
S (-0.649, 3.509, 2.488)
Si (-0.071, -0.068, -3.215)
F (-3.356, 2.974, 0.260)
F (-1.816, 2.193, -1.026)
F (0.422, 5.992, 2.168)
F (-1.422, 6.049, 3.303)
F (0.377, 5.340, 4.197)
F (-3.021, 3.848, -1.675)
O (-1.034, -3.045, 4.288)
O (-2.046, 3.320, 2.701)
O (-0.227, -1.410, 0.410)
O (0.289, 2.787, 3.280)
O (2.410, 1.457, -2.789)
O (-0.370, 4.849, -1.116)
O (-0.953, -0.596, 4.149)
O (0.662, 0.486, -1.822)
O (-1.793, 5.488, 0.762)
O (-0.489, -3.396, -0.550)
N (1.393, 1.015, 0.622)
N (-1.981, -1.803, 2.293)
N (-0.211, 3.539, 0.985)
C (4.879, -2.121, 1.443)
C (1.773, 1.169, -1.799)
C (2.990, -1.000, 2.671)
C (1.672, -0.952, 3.100)
C (1.316, -3.153, 2.257)
C (-2.401, 3.313, -0.606)
C (3.475, -2.106, 1.986)
C (-0.334, 5.323, 3.050)
C (2.622, -3.188, 1.799)
C (-0.768, -2.544, 0.297)
C (-0.551, 1.532, -4.151)
C (-3.450, -1.636, -1.340)
C (-1.819, -2.311, -3.451)
C (1.187, -1.013, -4.315)
C (-1.521, -1.168, -2.717)
C (2.225, 1.565, -0.412)
C (0.820, -2.014, 2.868)
C (-1.855, -2.871, 1.351)
C (-2.340, -0.865, -1.635)
C (-2.904, -3.108, -3.142)
C (-3.743, -2.756, -2.099)
H (-4.058, -1.373, -0.486)
H (-0.888, 1.368, -5.170)
H (-4.593, -3.380, -1.857)
H (2.983, -4.066, 1.278)
H (5.466, -1.318, 1.887)
H (5.368, -3.074, 1.654)
H (-1.597, -3.819, 1.847)
H (-2.806, -3.027, 0.833)
H (2.165, 2.661, -0.368)
H (1.824, 1.124, 1.532)
H (3.292, 1.275, -0.343)
H (-1.333, 2.061, -3.617)
H (-3.080, -4.019, -3.701)
H (0.319, 2.184, -4.184)
H (1.295, -0.087, 3.630)
H (-1.171, -2.604, -4.262)
H (1.448, -1.968, -3.869)
H (3.647, -0.160, 2.863)
H (4.863, -1.981, 0.360)
H (1.169, 0.035, 0.460)
H (0.793, -1.207, -5.309)
H (-2.081, -0.056, -0.974)
H (2.105, -0.440, -4.422)
H (0.670, -4.003, 2.106)

---

Formula: C11H12AsF3N2O4S6Zn
Source: OMol25
Level of theory: the ωB97M-V functional and the def2-TZVPD basis

Summary:
Kohn-Sham gap = 0.21293 hartree
Spin multiplicity = 1
Energy relative to the best compared isomer or geometry (same formula, charge and spin) = 0.00 kJ/mol
Total charge = -2

Geometry (Å):
As (-0.433, 3.636, -0.494)
Zn (-1.278, 1.272, 1.109)
S (1.289, 4.018, -1.673)
S (-2.958, -0.213, 3.106)
S (-1.482, 1.763, -1.158)
S (0.194, 2.927, 1.570)
S (-1.814, 5.214, -0.286)
S (0.942, -0.880, -2.141)
F (-5.376, 0.820, 3.338)
F (-4.213, 0.840, 5.163)
F (-3.764, 2.248, 3.579)
O (-3.537, -1.496, 3.403)
O (-1.698, 0.117, 3.742)
O (-2.999, 0.129, 1.667)
O (1.803, -2.106, -2.326)
N (-1.019, -5.106, -0.264)
N (-0.147, -0.595, 1.097)
C (2.922, 0.791, -2.662)
C (-0.570, -4.132, 0.147)
C (0.872, -0.059, -3.768)
C (1.226, -2.974, 1.361)
C (0.002, -2.934, 0.703)
C (1.954, 1.030, -3.823)
C (1.015, -0.633, 1.743)
C (-4.141, 0.995, 3.831)
C (2.023, 0.414, -1.497)
C (1.740, -1.806, 1.886)
C (-0.650, -1.713, 0.582)
H (3.487, 1.694, -2.429)
H (-1.589, -1.618, 0.052)
H (1.029, -0.880, -4.468)
H (1.488, 2.004, -3.667)
H (1.759, -3.912, 1.444)
H (1.363, 0.322, 2.122)
H (-0.133, 0.345, -3.889)
H (2.462, 1.035, -4.790)
H (1.392, 1.259, -1.205)
H (2.690, -1.795, 2.402)
H (3.614, -0.028, -2.881)
H (2.535, 0.006, -0.625)

---

Formula: C6H7O3
Source: OMol25
Level of theory: the ωB97M-V functional and the def2-TZVPD basis

Summary:
Kohn-Sham gap (alpha / beta) = 0.26316 / 0.34506 hartree
Spin multiplicity = 2
Energy relative to the best compared isomer or geometry (same formula, charge and spin) = 129.43 kJ/mol

Geometry (Å):
O (0.877, 0.270, -1.941)
O (-1.535, -0.350, 1.350)
O (-1.090, -1.980, -0.858)
C (-0.479, 0.254, 1.643)
C (0.957, -0.651, -0.830)
C (-0.052, 0.627, -0.947)
C (0.195, 1.764, -0.098)
C (0.233, -1.890, -0.915)
C (-0.072, 1.597, 1.234)
H (0.801, -2.821, -1.032)
H (0.051, 2.360, 2.006)
H (0.265, -0.243, 2.303)
H (-1.096, 0.330, -1.113)
H (-1.398, -1.425, -0.083)
H (1.825, -0.539, -0.149)
H (0.518, 2.699, -0.569)

---

Formula: C5H6OS
Source: OMol25
Level of theory: the ωB97M-V functional and the def2-TZVPD basis

Summary:
Kohn-Sham gap = 0.35389 hartree
Spin multiplicity = 1
Energy relative to the best compared isomer or geometry (same formula, charge and spin) = 395.98 kJ/mol

Geometry (Å):
S (2.047, -0.007, -0.210)
O (-0.229, -0.031, 1.233)
C (-1.808, 0.742, -0.346)
C (-0.406, 0.963, 0.166)
C (-2.024, -0.614, -0.315)
C (0.363, -0.114, -0.649)
C (-0.595, -0.946, 0.215)
H (-2.582, 1.509, -0.530)
H (1.438, 0.215, 1.137)
H (0.069, -0.270, -1.655)
H (-2.713, -1.353, -0.502)
H (-0.141, -1.940, 0.342)
H (-0.178, 2.008, 0.285)

---

Formula: C8H12N2O11P2Pt
Source: OMol25
Level of theory: the ωB97M-V functional and the def2-TZVPD basis

Summary:
Kohn-Sham gap (alpha / beta) = 0.29001 / 0.28756 hartree
Spin multiplicity = 1

Geometry (Å):
Pt (0.462, -0.346, 0.396)
P (3.448, 0.206, -0.126)
P (1.280, 2.082, -0.102)
O (-3.866, -4.451, 0.886)
O (-5.562, -3.009, 0.931)
O (1.681, 1.585, 1.270)
O (-0.153, 1.763, -0.429)
O (-1.269, -4.195, 0.606)
O (1.668, 0.364, -2.004)
O (1.599, 3.641, -0.276)
O (2.683, -0.902, 0.499)
O (4.553, -0.355, -1.130)
O (4.320, 1.035, 0.903)
O (0.164, -2.534, 0.210)
N (-1.744, -0.649, 0.678)
N (-3.908, -0.826, 0.851)
C (2.464, 1.270, -1.270)
C (-4.379, -3.249, 0.872)
C (-2.873, 0.032, 0.780)
C (-3.023, 1.500, 0.813)
C (3.291, 2.195, -2.133)
C (-2.061, -1.979, 0.675)
C (-3.427, -2.107, 0.794)
C (-0.975, -3.005, 0.496)
H (-2.048, 1.952, 0.661)
H (1.082, 4.173, 0.329)
H (-4.894, -0.616, 0.941)
H (2.641, 2.721, -2.830)
H (-2.855, -4.468, 0.807)
H (3.786, 2.935, -1.509)
H (4.043, 1.634, -2.688)
H (5.018, -1.123, -0.797)
H (-3.690, 1.830, 0.019)
H (2.240, -0.222, -2.525)
H (-3.447, 1.824, 1.762)
H (3.750, 1.293, 1.638)

---

Formula: C32H48P2Y
Source: OMol25
Level of theory: the ωB97M-V functional and the def2-TZVPD basis

Summary:
Kohn-Sham gap (alpha / beta) = 0.14859 / 0.12401 hartree
Spin multiplicity = 1
Energy relative to the best compared isomer or geometry (same formula, charge and spin) = 0.00 kJ/mol
Total charge = +1

Geometry (Å):
Y (0.731, -0.958, -0.512)
P (-1.773, 0.881, -0.602)
P (1.710, 1.709, -0.179)
C (0.778, 1.087, -4.356)
C (-0.864, 2.171, -1.567)
C (-0.362, -1.947, 2.743)
C (-1.476, -3.807, 1.392)
C (-1.127, 1.739, 4.446)
C (-0.833, 0.759, 0.862)
C (0.949, -1.455, 2.909)
C (1.042, 0.239, -3.125)
C (-1.546, 0.140, -4.434)
C (-3.481, 0.923, -1.141)
C (-0.419, 0.734, -5.234)
C (-0.338, -2.932, 1.736)
C (-1.495, 2.619, 5.452)
C (1.366, -0.464, 3.909)
C (2.444, 2.613, 1.187)
C (1.818, -2.170, 2.045)
C (3.422, 1.487, -0.974)
C (-0.714, 1.291, 2.018)
C (3.295, -2.152, 2.109)
C (1.531, -4.263, 0.544)
C (-1.519, -0.739, -1.459)
C (-0.734, -2.247, -4.693)
C (-1.764, -1.202, -4.430)
C (-1.769, 3.955, 5.168)
C (-1.544, -1.544, 3.516)
C (0.701, -1.894, -4.348)
C (-1.012, 2.159, 3.096)
C (-1.629, 4.396, 3.853)
C (0.400, 2.848, -0.947)
C (-1.263, 3.530, 2.840)
C (0.953, -1.118, -3.050)
C (1.019, -3.096, 1.305)
H (3.495, 0.604, -1.641)
H (0.790, -4.663, -0.151)
H (-4.058, 1.822, -0.884)
H (-1.817, 5.434, 3.617)
H (-1.633, 2.916, -1.841)
H (-0.775, 1.643, -5.741)
H (4.166, 1.293, -0.175)
H (-0.823, -1.695, -1.554)
H (1.829, -5.083, 1.215)
H (0.890, 3.463, -1.718)
H (-0.608, 1.658, -2.505)
H (-1.172, 3.881, 1.822)
H (-2.494, -1.255, -1.408)
H (0.666, 2.156, -4.051)
H (3.676, -1.133, 2.170)
H (-0.752, -2.572, -5.734)
H (-1.436, -0.322, -2.469)
H (3.358, 2.081, 1.504)
H (-4.023, 0.040, -0.766)
H (1.240, -2.841, -4.202)
H (-0.932, 0.712, 4.731)
H (-1.381, -1.672, 4.594)
H (2.410, -4.003, -0.051)
H (-2.414, -3.255, 1.370)
H (3.648, -2.690, 3.001)
H (-2.438, -2.113, 3.248)
H (1.090, -0.768, 4.931)
H (-1.065, -3.102, -4.101)
H (1.562, 0.807, -2.347)
H (-2.796, -1.560, -4.486)
H (1.374, -1.776, -2.234)
H (3.735, 2.384, -1.540)
H (-1.573, 2.256, 6.476)
H (-0.145, 0.063, -6.057)
H (1.678, 1.085, -4.998)
H (3.749, -2.626, 1.237)
H (2.744, 3.634, 0.874)
H (1.781, 2.658, 2.051)
H (-1.612, -4.626, 2.112)
H (-2.095, 4.628, 5.956)
H (-1.374, -4.269, 0.408)
H (2.449, -0.284, 3.880)
H (-2.323, 0.846, -4.077)
H (0.092, 3.525, -0.143)
H (-3.495, 0.842, -2.249)
H (0.875, 0.491, 3.706)
H (1.219, -1.414, -5.200)
H (-1.775, -0.491, 3.343)

---

Formula: C6H3BrCl2O2S
Source: OMol25
Level of theory: the ωB97M-V functional and the def2-TZVPD basis

Summary:
Kohn-Sham gap = 0.35058 hartree
Spin multiplicity = 1
SMILES = O=[SH](=O)c1c(Cl)cc(Br)cc1Cl
Energy relative to the best compared isomer or geometry (same formula, charge and spin) = 0.00 kJ/mol

Geometry (Å):
Br (-3.257, -2.535, 0.333)
Cl (-0.630, 2.553, 0.962)
Cl (1.961, -1.468, -1.442)
S (2.071, 1.386, -0.040)
O (2.903, 1.002, 1.153)
O (2.757, 1.448, -1.340)
C (-0.670, -1.608, -0.672)
C (0.513, -0.861, -0.681)
C (-0.653, 0.870, 0.524)
C (0.505, 0.389, -0.101)
C (-1.779, -1.225, 0.129)
C (-1.790, -0.033, 0.750)
H (-2.712, 0.157, 1.240)
H (1.517, 2.562, 0.304)
H (-0.736, -2.638, -1.121)

---

What molecular weight values result from the calculations? In sequence: 982.64, 602.64, 674.57, 831.53, 625.93, 127.12, 114.17, 569.21, 583.59, 289.96 g/mol.